DFT (wB97M-V/def2-TZVPD) results for a structure of composition C25H21N3O2PV at a distorted geometry.

2S+1: 2
F_max, eV/A: 1.97
Total charge: +3
Lowest unoccupied orbital energy (spin up / spin down), hartree: -0.461 / -0.467
Kohn-Sham gap (spin up / spin down), eV: 5.44 / 5.28
<S²>: 0.98

Geometry (Å):
V (-0.55679, -0.37110, -0.37210)
C (-4.17010, 4.36013, -0.13129)
C (-4.85750, 3.13834, 0.05622)
C (-4.15407, 1.97500, 0.09515)
C (-2.72448, 2.02164, -0.06773)
C (-2.04420, 3.26860, -0.26781)
C (-2.77069, 4.42125, -0.28404)
N (-1.97827, 0.91741, 0.00445)
N (-2.57788, -0.27931, 0.09995)
C (-2.06537, -1.22462, 1.07408)
C (-2.86647, -2.23007, 1.57037)
C (-2.28612, -3.09332, 2.49699)
C (-0.95452, -2.93905, 2.86675)
C (-0.19239, -1.94626, 2.27887)
N (-0.75905, -1.10004, 1.40464)
H (-4.74234, 5.28092, -0.15495)
H (-5.93314, 3.14187, 0.16841)
H (-4.64271, 1.02061, 0.22942)
H (-0.96685, 3.28165, -0.35164)
H (-2.28882, 5.38163, -0.40567)
H (-3.90280, -2.30659, 1.27135)
H (-2.88009, -3.88954, 2.92780)
H (-0.49540, -3.60404, 3.58556)
H (0.86298, -1.81535, 2.47496)
O (2.80743, -2.05168, -0.36918)
C (2.22243, -1.19002, -0.87478)
O (0.71082, -1.34489, -0.99057)
C (2.56017, 0.15994, -1.41623)
P (1.13994, 1.27748, -1.08358)
C (1.64598, 2.64573, -0.08045)
C (2.47055, 3.63251, -0.63985)
C (2.95008, 4.65203, 0.16441)
C (2.62218, 4.68469, 1.51603)
C (1.81061, 3.70453, 2.07459)
C (1.32157, 2.68081, 1.27861)
C (0.36922, 1.71787, -2.62933)
C (0.05003, 3.04247, -2.94486)
C (-0.60690, 3.32279, -4.13138)
C (-0.97269, 2.29394, -4.99457)
C (-0.67051, 0.97498, -4.68157)
C (0.00444, 0.68193, -3.50591)
H (2.73166, 0.08115, -2.49345)
H (3.46881, 0.52753, -0.93828)
H (2.74170, 3.60780, -1.68966)
H (3.58724, 5.41586, -0.26012)
H (3.00938, 5.47836, 2.14149)
H (1.57128, 3.73283, 3.12884)
H (0.69699, 1.91419, 1.72562)
H (0.34857, 3.85383, -2.29204)
H (-0.81752, 4.35021, -4.39725)
H (-1.47722, 2.52442, -5.92349)
H (-0.93605, 0.17770, -5.36255)
H (0.28463, -0.34923, -3.31624)

***

DFT (wB97M-V/def2-TZVPD) results for a structure of composition C25H21N4ORhS6Sb.

2S+1: 1
F_max, eV/A: 0.34
Total charge: -1
Lowest unoccupied orbital energy, hartree: 0.049
Kohn-Sham gap, eV: 5.99

Geometry (Å):
Rh (0.06208, 0.21784, -0.22479)
S (-0.06157, 0.30604, 1.99509)
C (1.63433, 0.62482, 2.30077)
N (2.15180, 0.88238, 3.45515)
N (1.31420, 0.94089, 4.48364)
C (1.76913, 1.30473, 5.74727)
C (3.12663, 1.45260, 6.02151)
C (3.52963, 1.79907, 7.30083)
C (2.60276, 2.00069, 8.31526)
C (1.25137, 1.85142, 8.03255)
C (0.83244, 1.50575, 6.75944)
N (2.58925, 0.64456, 1.27975)
N (2.13180, 0.50473, 0.12709)
C (3.13803, 0.54586, -0.89808)
C (2.93273, 1.36245, -1.99834)
C (3.89860, 1.41590, -2.98919)
C (5.04969, 0.64573, -2.88928)
C (5.24029, -0.17616, -1.78562)
C (4.28539, -0.22354, -0.78152)
H (0.31629, 0.93066, 4.29824)
H (3.84417, 1.30009, 5.22874)
H (4.58690, 1.91449, 7.50496)
H (2.92793, 2.27373, 9.31030)
H (0.51254, 2.00924, 8.80800)
H (-0.22317, 1.39644, 6.53992)
H (2.02783, 1.95590, -2.05209)
H (3.74173, 2.05086, -3.85279)
H (5.79436, 0.68181, -3.67442)
H (6.13451, -0.78092, -1.70482)
H (4.41609, -0.84856, 0.09168)
S (-3.15829, 2.57646, -3.03828)
Sb (-2.67526, 2.24882, -0.84414)
S (-2.21150, -0.09503, -0.42682)
S (-0.24466, 2.44106, -0.58124)
S (-3.79701, 3.26944, 0.81227)
O (0.31457, -0.29649, -2.29702)
S (-0.43174, 0.50809, -3.35547)
C (0.73377, 0.57495, -4.71739)
C (1.66705, -0.43448, -4.89102)
C (2.56422, -0.34602, -5.94192)
C (2.52748, 0.74675, -6.80134)
C (1.59721, 1.75793, -6.60784)
C (0.69470, 1.67831, -5.55428)
C (-1.53484, -0.68109, -4.11242)
C (-1.56953, -1.97515, -3.63254)
C (-2.44567, -2.88192, -4.21720)
C (-3.27312, -2.48114, -5.25388)
C (-3.24011, -1.16716, -5.70852)
C (-2.37424, -0.25578, -5.13110)
H (1.69163, -1.26029, -4.19143)
H (3.30208, -1.12504, -6.08522)
H (3.23518, 0.81492, -7.61785)
H (1.57822, 2.61467, -7.26887)
H (-0.02322, 2.47006, -5.37365)
H (-0.93582, -2.25159, -2.80166)
H (-2.49023, -3.89761, -3.84617)
H (-3.96294, -3.18762, -5.69809)
H (-3.90824, -0.84688, -6.49724)
H (-2.37386, 0.78053, -5.44379)

***

DFT (wB97M-V/def2-TZVPD) results for a structure of composition C25H22DyN3OS.

2S+1: 6
F_max, eV/A: 0.86
Total charge: +2
Lowest unoccupied orbital energy (spin up / spin down), hartree: -0.241 / -0.241
Kohn-Sham gap (spin up / spin down), eV: 7.10 / 7.11
<S²>: 9.34

Geometry (Å):
Dy (-0.45196, -0.03595, -0.26449)
S (-1.12014, -2.86866, 3.54840)
C (0.61018, -2.69858, 3.41850)
C (1.62061, -3.22252, 4.21301)
C (2.92954, -2.93497, 3.88147)
C (3.24330, -2.14499, 2.77300)
C (2.24519, -1.61561, 1.98115)
C (0.91540, -1.88910, 2.31144)
N (-0.18208, -1.42608, 1.62597)
C (-1.32422, -1.85972, 2.15090)
C (-2.62253, -1.49944, 1.58570)
C (-3.79915, -1.95988, 2.18716)
C (-5.03151, -1.60733, 1.67147)
C (-5.09912, -0.79416, 0.55298)
C (-3.93341, -0.34172, -0.05706)
C (-2.65452, -0.66832, 0.41634)
H (1.38427, -3.83714, 5.06487)
H (3.72769, -3.32858, 4.49021)
H (4.27848, -1.95213, 2.53988)
H (2.46750, -0.99127, 1.11380)
H (-3.74790, -2.59235, 3.06191)
H (-5.93630, -1.96049, 2.14029)
H (-6.05811, -0.50807, 0.15054)
H (-4.03204, 0.29433, -0.93562)
C (-1.81246, 2.35686, -4.01581)
C (-1.26036, 3.62439, -3.89214)
C (-0.42080, 3.89314, -2.82346)
C (-0.14743, 2.88840, -1.89572)
N (-0.67240, 1.65056, -2.03370)
C (-1.48591, 1.40344, -3.06613)
C (0.69410, 3.10630, -0.69556)
C (1.30078, 4.32910, -0.41506)
C (2.04455, 4.47347, 0.74542)
C (2.16496, 3.39083, 1.60494)
C (1.54114, 2.20439, 1.25990)
N (0.82513, 2.04943, 0.14045)
H (-2.48020, 2.11250, -4.82461)
H (-1.48309, 4.39573, -4.61169)
H (0.00417, 4.87738, -2.72289)
H (-1.89289, 0.39153, -3.12298)
H (1.20053, 5.16595, -1.08533)
H (2.51645, 5.41570, 0.97184)
H (2.72884, 3.46187, 2.52017)
H (1.61280, 1.33045, 1.90712)
C (2.76051, -2.37352, -2.99126)
C (1.29018, -2.07276, -2.76834)
O (1.02526, -1.70091, -1.38286)
H (2.90297, -2.75170, -3.99860)
H (3.10554, -3.14120, -2.30085)
H (3.37058, -1.48166, -2.87062)
H (0.68015, -2.95106, -3.01109)
H (0.96437, -1.22316, -3.37835)
H (1.49335, -2.38270, -0.86462)

***

DFT (wB97M-V/def2-TZVPD) results for the molecule C25H22F3NO2S at a distorted geometry.

2S+1: 1
F_max, eV/A: 3.61
Total charge: 0
Structure (SMILES): Cc1ccc([C@@H](c2c(C)[nH]c3ccccc23)[C@H](c2ccccc2)S(=O)(=O)C(F)(F)F)cc1
Lowest unoccupied orbital energy, hartree: 0.020
Kohn-Sham gap, eV: 7.94

Geometry (Å):
C (-3.96180, -0.31504, -3.68601)
C (-2.87510, -0.49156, -2.66120)
C (-2.46315, 0.63458, -1.95083)
C (-1.44998, 0.54635, -1.00834)
C (-0.84744, -0.67891, -0.79239)
C (0.40085, -0.76055, 0.06047)
C (1.55012, 0.01459, -0.57664)
C (2.89652, -0.24078, -0.23466)
C (3.55681, -1.29987, 0.53760)
N (3.68015, 0.68926, -0.82187)
C (2.95451, 1.46839, -1.69278)
C (3.47185, 2.39341, -2.57985)
C (2.65459, 2.81347, -3.63293)
C (1.36754, 2.26426, -3.74090)
C (0.85451, 1.35626, -2.80675)
C (1.60795, 0.97515, -1.68941)
C (0.15489, -0.60954, 1.51526)
C (-1.26112, -0.43791, 2.16194)
C (-1.93206, -1.59149, 2.57814)
C (-2.98563, -1.53935, 3.49822)
C (-3.44073, -0.30517, 3.97825)
C (-2.77582, 0.86364, 3.58096)
C (-1.76010, 0.80051, 2.61969)
S (1.22197, 0.54700, 2.58927)
O (0.44370, 1.37236, 3.47997)
O (2.29335, 1.15298, 1.84244)
C (2.00457, -0.72700, 3.78658)
F (3.10405, -0.15976, 4.31056)
F (2.37435, -1.89778, 3.18595)
F (1.13317, -1.02764, 4.77041)
C (-1.26261, -1.82426, -1.46666)
C (-2.25486, -1.72115, -2.43120)
H (-4.21282, -1.26196, -4.18530)
H (-4.87591, 0.06602, -3.19745)
H (-3.67610, 0.42275, -4.46055)
H (-2.91949, 1.59699, -2.16006)
H (-1.06368, 1.42871, -0.50188)
H (0.71318, -1.81331, -0.08393)
H (2.89994, -2.17228, 0.63692)
H (4.47106, -1.60504, 0.00069)
H (3.88366, -0.91453, 1.51641)
H (4.67042, 0.79048, -0.65232)
H (4.47983, 2.77915, -2.42339)
H (3.01586, 3.55699, -4.35126)
H (0.76359, 2.55720, -4.59918)
H (-0.10811, 0.89503, -3.00795)
H (0.54637, -1.52223, 1.97938)
H (-1.57458, -2.55592, 2.22523)
H (-3.44290, -2.46613, 3.85663)
H (-4.27442, -0.24767, 4.67764)
H (-3.02426, 1.83014, 4.03139)
H (-1.39880, 1.74679, 2.21536)
H (-0.77441, -2.77184, -1.24818)
H (-2.55352, -2.60381, -2.99145)

***

| no. | energy (eV) |
| --- | --- |
| 1 | -69777.758 |
| 2 | -108833.886 |
| 3 | -67707.167 |
| 4 | -50852.985 |